Entry from OMol25: a structure of composition C49H45N7P2SeSr (wB97M-V/def2-TZVPD).

Calculated values
Kohn-Sham gap: 7.11 eV
E_LUMO: -5.176 eV
Charge: +2
ΔE to the lowest compared entry with this formula, charge and spin: 0.0 kJ/mol
Max |F|: 0.895 eV Å⁻¹
HOMO level: -12.289 eV

```
105
Properties=species:S:1:pos:R:3:mulliken_charge:R:1
Sr -0.13941 0.28555 -0.50067 1.75
N -0.50335 4.95126 1.10224 0.07
C -0.86775 3.71137 0.78140 -0.65
N -0.08657 2.67034 0.77485 -0.10
C 1.23230 2.85643 1.21524 -0.19
N 2.04228 1.88628 1.47204 -0.93
N 1.50571 0.63521 1.21957 0.91
C 1.88533 -0.30784 1.98276 -1.20
C 1.31656 -1.66476 1.82895 0.85
C 1.94330 -2.71555 2.47614 -0.61
C 1.35703 -3.97355 2.42483 -0.40
C 0.16055 -4.11265 1.74985 -0.81
C -0.39227 -3.00247 1.12156 -0.63
N 0.17020 -1.79584 1.13146 -0.05
C 1.74605 4.21713 1.39130 1.03
C 3.09611 4.49905 1.61708 -0.52
C 3.50151 5.80079 1.81651 -0.91
C 2.56921 6.84109 1.80424 -0.44
C 1.23160 6.58552 1.57950 -1.00
C 0.83522 5.26933 1.36769 0.32
H -1.19605 5.68348 1.09360 0.27
H -1.90604 3.59007 0.48944 0.43
H 2.57362 -0.12150 2.80443 0.39
H 2.86319 -2.54176 3.01595 0.44
H 1.81929 -4.81757 2.91794 0.49
H -0.35415 -5.06112 1.70092 0.43
H -1.32361 -3.09339 0.57932 0.66
H 3.80240 3.68216 1.64199 0.53
H 4.54518 6.02079 1.99146 0.45
H 2.89524 7.85811 1.97180 0.44
H 0.50669 7.38886 1.56316 0.43
C 1.44072 -0.60272 -4.69009 -1.49
C 2.09006 -1.08693 -3.38365 -0.61
P 2.77964 0.29467 -2.38019 1.23
C 3.70469 -0.56172 -1.05352 0.77
C 3.70317 -1.94469 -0.87789 -0.37
C 4.44993 -2.52836 0.13985 -0.69
C 5.20178 -1.73716 0.99231 -0.75
C 5.20539 -0.35610 0.82720 -0.69
C 4.46268 0.22432 -0.18400 -0.72
C 4.14093 0.85305 -3.44991 0.21
C 5.21927 0.00724 -3.71709 -0.72
C 6.22896 0.41161 -4.57185 -0.72
C 6.17291 1.66522 -5.16921 -0.56
C 5.10998 2.51261 -4.90534 -0.61
C 4.09466 2.10889 -4.04741 -0.03
C 0.02564 -0.00822 -4.62135 -0.34
P -0.34442 1.26828 -3.35342 0.96
C 0.55058 2.76769 -3.85830 0.74
C 1.06547 3.60306 -2.87084 -0.58
C 1.65440 4.81445 -3.20448 -0.40
C 1.74396 5.19239 -4.53514 -0.77
C 1.23688 4.36513 -5.52989 -0.85
C 0.63235 3.16412 -5.19294 -0.64
C -2.07263 1.73550 -3.73338 1.02
C -2.95974 0.88272 -4.38745 -0.29
C -4.27775 1.26725 -4.59900 -0.72
C -4.72634 2.50095 -4.15542 -0.63
C -3.85204 3.35321 -3.49608 -0.73
C -2.53752 2.97277 -3.28482 -0.74
H 1.36189 -1.47240 -5.34753 0.44
H 2.11367 0.09125 -5.19898 0.30
H 2.90048 -1.77550 -3.63923 0.71
H 1.36104 -1.66147 -2.80002 0.28
H 3.13397 -2.58618 -1.53798 0.32
H 4.45449 -3.60499 0.25166 0.52
H 5.79845 -2.19011 1.77328 0.46
H 5.79852 0.26521 1.48591 0.45
H 4.47609 1.30241 -0.30582 0.41
H 5.28121 -0.96393 -3.24105 0.33
H 7.06448 -0.24636 -4.76924 0.44
H 6.96348 1.97924 -5.83734 0.40
H 5.06806 3.49225 -5.36283 0.47
H 3.27231 2.77926 -3.83915 0.24
H -0.67854 -0.81628 -4.41426 -0.48
H -0.23583 0.40035 -5.60109 0.77
H 1.03252 3.29523 -1.82980 0.20
H 2.05808 5.45412 -2.42979 0.58
H 2.20904 6.13234 -4.80037 0.43
H 1.30299 4.66194 -6.56790 0.46
H 0.21864 2.54152 -5.97579 0.42
H -2.63640 -0.08657 -4.74306 0.25
H -4.95110 0.60047 -5.12094 0.47
H -5.74933 2.80368 -4.33130 0.41
H -4.19269 4.32417 -3.16164 0.44
H -1.85505 3.66192 -2.80052 0.38
C -0.76213 -4.51444 -4.84430 -0.93
N -2.10517 -4.16457 -4.42303 0.41
C -2.44391 -3.39664 -3.37560 -0.21
Se -1.29469 -2.58249 -2.17274 -0.57
N -3.78744 -3.33487 -3.32544 0.14
C -4.34232 -4.08175 -4.35608 0.38
C -5.65283 -4.33787 -4.72892 -0.93
C -5.83102 -5.14775 -5.83546 -0.48
C -4.74695 -5.68122 -6.54199 -0.72
C -3.44000 -5.42520 -6.16838 -0.62
C -3.26370 -4.61283 -5.05747 0.81
H -0.05978 -4.10834 -4.12166 0.19
H -0.56471 -4.09609 -5.83102 0.36
H -0.66564 -5.59821 -4.88160 0.40
H -4.27563 -2.81736 -2.61540 0.24
H -6.49479 -3.93142 -4.18691 0.42
H -6.83488 -5.37692 -6.16382 0.41
H -4.93686 -6.30934 -7.40062 0.41
H -2.60518 -5.83895 -6.71572 0.45
```